164
Properties=species:S:1:pos:R:3:mulliken_charge:R:1 method="wB97M-V/def2-TZVPD" charge=+3 homo_lumo_gap_ha=0.36215 multiplicity=1 e_homo_ev=-15.4
C 3.3087 -3.4076 2.4686 -1.6987
C 2.4205 -2.1887 2.5322 0.7452
N 3.0943 -0.9266 2.9933 1.3040
C 2.1429 0.1996 2.8405 -1.0324
C 3.5084 -1.0820 4.4451 -0.3963
C 2.3760 -1.3320 5.3978 -1.2243
C 4.3054 -0.6804 2.1148 0.4271
C 4.9440 0.7046 2.2414 -1.5456
O 5.3786 1.0639 3.5195 -0.3457
C 6.6882 0.6119 3.8425 -0.8256
H 4.0912 -3.4765 3.2249 0.3868
H 3.8314 -3.4741 1.5118 0.3617
H 2.7431 -4.3365 2.5432 0.3226
H 1.5058 -2.3465 3.0998 0.5886
H 2.0434 -1.9539 1.5330 -0.8311
H 2.0326 0.4423 1.7867 -0.6385
H 2.5715 1.0218 3.4105 0.4723
H 1.1663 -0.0426 3.2470 0.6288
H 3.9852 -0.1398 4.7013 0.4467
H 4.2845 -1.8399 4.4986 0.4979
H 2.7218 -1.2837 6.4325 0.4888
H 1.9229 -2.3197 5.3103 0.2796
H 1.6045 -0.5638 5.3574 0.0975
H 3.9763 -0.7763 1.0773 -0.4684
H 5.0229 -1.4689 2.3367 0.6975
H 4.2395 1.4382 1.8442 0.3060
H 5.7635 0.7603 1.5149 0.7564
H 6.9299 -0.3809 3.4503 0.3427
H 6.7649 0.6139 4.9266 0.3007
H 7.4341 1.2974 3.4305 0.3381
C 4.1065 4.9893 -4.9314 -1.6362
C 3.0056 3.9666 -4.9037 0.0071
C 1.7519 4.5027 -4.2332 -0.5572
C 0.6817 3.4406 -4.1340 -0.3172
N -0.7079 3.9993 -3.9191 0.5747
C -0.6947 4.8982 -2.6976 -0.7114
C -2.1053 4.8497 -2.1329 -0.7909
C -2.5926 3.4384 -2.4533 -0.1565
C -1.7033 2.9041 -3.5913 0.5780
C -1.1496 4.8074 -5.1145 -0.8943
H 3.9339 5.7933 -5.6473 0.3888
H 5.0809 4.5628 -5.1788 0.4070
H 4.2797 5.4372 -3.9491 0.3463
H 3.2655 2.9747 -4.5289 -0.1455
H 2.6695 3.6775 -5.9173 0.4404
H 1.4275 5.4545 -4.6653 0.4702
H 2.0381 4.8087 -3.2198 0.4303
H 0.8807 2.8557 -3.2356 -0.1623
H 0.6164 2.7993 -5.0136 0.2296
H -0.3455 5.8711 -3.0236 0.5273
H 0.0142 4.5241 -1.9577 0.2981
H -2.7150 5.5992 -2.6416 0.3140
H -2.1405 5.0586 -1.0681 0.4696
H -3.6517 3.3605 -2.6906 0.3917
H -2.4332 2.7372 -1.6314 -0.2081
H -2.2498 2.6174 -4.4846 0.5618
H -1.0760 2.1066 -3.2044 -0.9878
H -0.8161 5.8321 -5.0369 0.3840
H -2.2254 4.6836 -5.1923 0.3995
H -0.7045 4.3453 -5.9943 0.3076
C 1.4670 -3.7143 -1.0865 -0.8726
C 2.7532 -3.1550 -1.6733 -0.2619
C 2.6245 -2.7816 -3.1536 -0.7734
C 1.5094 -1.7723 -3.4042 -0.2362
N 1.3930 -1.3559 -4.8429 0.7659
C 0.3118 -0.2606 -4.9273 -0.0497
C -0.9834 -1.0290 -4.9732 -0.4875
C -0.6659 -2.2189 -5.8869 -0.8178
C 0.8417 -2.4495 -5.7401 -0.4456
C 2.6603 -0.7998 -5.3957 -1.1384
H 1.5844 -4.1460 -0.0897 0.5310
H 0.9908 -4.4921 -1.6879 0.5757
H 0.7549 -2.8917 -0.9525 -0.1524
H 3.5036 -3.9599 -1.7045 0.4379
H 3.2688 -2.4312 -1.0436 -0.2005
H 2.5672 -3.6905 -3.7509 0.3302
H 3.5523 -2.2626 -3.4089 0.4889
H 1.7066 -0.8410 -2.8746 -0.6869
H 0.5513 -2.2277 -3.1550 0.4109
H 0.5385 0.2631 -5.8543 0.5335
H 0.4556 0.3621 -4.0464 -0.2639
H -1.7971 -0.4111 -5.3529 0.6534
H -1.2858 -1.3295 -3.9679 -0.1135
H -0.8812 -1.9116 -6.9138 0.2689
H -1.3035 -3.0804 -5.7134 0.4802
H 1.4380 -2.4992 -6.6439 0.4315
H 0.9944 -3.3893 -5.2085 0.2195
H 2.9661 0.0392 -4.7705 0.1505
H 2.4955 -0.4980 -6.4254 0.5286
H 3.4265 -1.5687 -5.3701 0.4870
C -5.5800 -1.8451 -0.6213 -1.0035
C -5.5282 -2.4117 0.7931 -0.6779
C -4.1498 -2.9674 1.1982 0.2175
C -3.5163 -3.9121 0.1907 -0.7510
N -2.5416 -4.8854 0.7655 0.6333
C -3.2168 -5.9236 1.6161 -0.3954
C -2.2448 -6.2767 2.7654 -0.7803
C -1.0309 -5.3747 2.5407 -0.7496
C -1.5901 -4.2298 1.7155 -0.1094
C -1.7957 -5.5111 -0.3756 -0.6858
H -5.5890 -2.6226 -1.3877 0.3364
H -4.6886 -1.2311 -0.7976 0.0118
H -6.4347 -1.1892 -0.7709 0.4257
H -6.3229 -3.1368 0.9970 0.4152
H -5.7662 -1.5915 1.4765 0.2519
H -4.2738 -3.3390 2.2176 0.6051
H -3.5814 -2.0323 1.2642 -0.4955
H -3.1011 -3.2608 -0.5738 0.1864
H -4.3261 -4.5252 -0.2145 0.4082
H -3.5157 -6.7750 1.0100 0.4332
H -4.1198 -5.4710 2.0186 0.3266
H -2.0089 -7.3347 2.7020 0.3198
H -2.7273 -6.0298 3.7066 0.3462
H -0.2140 -5.8783 2.0174 0.3607
H -0.5574 -5.0077 3.4504 0.4781
H -0.8320 -3.6096 1.2403 -0.3964
H -2.1457 -3.5846 2.3897 0.3859
H -2.5273 -5.9825 -1.0225 0.3785
H -1.1271 -6.2441 0.0710 0.4835
H -1.2052 -4.7345 -0.8510 -0.0373
C -5.6195 1.2959 1.3091 -1.3010
C -4.9735 1.1261 2.6776 -0.3097
C -3.8233 2.0991 2.8806 0.3754
C -3.3306 2.0541 4.3109 -1.4283
N -2.1859 2.9894 4.5802 0.5367
C -0.9412 2.5767 3.8232 -0.3174
C 0.2389 2.7849 4.7805 0.4118
C -0.3304 3.3598 6.0801 -1.0483
C -1.7812 2.9482 6.0339 -0.6171
C -2.5467 4.4126 4.2813 -0.9844
H -5.9368 2.3354 1.1803 0.5087
H -6.5137 0.6897 1.1740 0.3691
H -4.9101 1.0752 0.5096 0.1000
H -4.6117 0.0939 2.7544 0.0962
H -5.7163 1.2402 3.4712 0.5363
H -4.1898 3.1134 2.6869 0.4240
H -3.0357 1.9419 2.1387 -0.0969
H -2.9869 1.0621 4.6065 0.3078
H -4.1120 2.3732 5.0036 0.5830
H -0.8497 3.2217 2.9522 0.0944
H -1.0805 1.5716 3.4373 -0.0368
H 1.0618 3.2774 4.2586 0.5830
H 0.7303 1.8189 4.9493 -0.4083
H -0.0685 4.4002 6.2621 0.2965
H 0.1812 2.8430 6.8945 0.4425
H -2.4349 3.5898 6.6234 0.4120
H -1.9400 1.9288 6.3860 0.4481
H -2.4762 4.5982 3.2170 0.3163
H -1.9139 5.0657 4.8732 0.3816
H -3.5698 4.5641 4.6240 0.3625
As 3.6874 1.6088 -1.5168 1.9200
F 2.5289 1.2541 -2.8195 -0.5985
F 4.0415 -0.0933 -1.4364 -0.4571
F 4.7453 1.8923 -0.1964 -0.3991
F 3.4287 3.3034 -1.7435 -0.4301
F 2.3766 1.4644 -0.4225 -0.3198
F 4.9363 1.7421 -2.6962 -0.5267
As -0.9354 -0.1460 0.1889 1.8425
F -0.5747 1.2392 1.1421 -0.2758
F -1.0912 -1.1146 1.6366 -0.6790
F -1.3280 -1.5444 -0.7939 -0.5003
F -0.6825 0.7532 -1.2597 -0.1982
F 0.7215 -0.6544 0.1700 -0.3774
F -2.6113 0.2353 0.2327 -0.4941



182
Properties=species:S:1:pos:R:3:mulliken_charge:R:1 method="wB97M-V/def2-TZVPD" charge=0 homo_lumo_gap_ha=0.39062 multiplicity=1 e_homo_ev=-10.2
C -2.0784 5.7655 -2.9170 -0.2868
C -1.5984 5.0517 -4.2369 -0.7458
O -0.5918 4.1068 -3.9147 0.9931
P 0.7883 4.0329 -4.8323 0.0296
O 1.4200 5.3095 -5.1801 -0.7177
O 0.2417 3.2414 -6.0871 -0.3617
C 1.1144 2.5938 -6.9952 -0.1031
C 0.3742 2.2969 -8.2917 -1.3283
O 1.7639 2.9571 -4.1140 -0.2183
C 1.3183 1.8147 -3.4870 0.8446
C 2.4683 1.2582 -2.6070 -1.1731
H -1.3757 6.4969 -2.5178 -0.1520
H -3.0477 6.2338 -3.0883 0.5547
H -2.3637 4.9710 -2.2274 -0.2385
H -2.4021 4.4333 -4.6366 0.4073
H -1.2984 5.7697 -5.0002 0.5047
H 2.1244 2.9530 -7.1927 0.3895
H 1.2817 1.6143 -6.5473 0.1671
H 0.2860 3.1982 -8.8984 0.3333
H 0.9339 1.5553 -8.8616 0.3916
H -0.6482 1.9938 -8.0661 0.3221
H 0.5015 2.0671 -2.8109 -0.6015
H 0.8972 1.0450 -4.1339 0.3324
H 2.0013 0.6306 -1.8479 0.0580
H 3.2487 0.8240 -3.2319 0.4557
H 2.9209 2.0537 -2.0150 0.3391
C -0.9347 10.0893 1.5724 -1.3104
C -0.6072 9.2631 0.3503 -0.1539
O -0.0893 8.0240 0.8403 -0.1869
P 1.1230 7.2959 0.0176 0.5849
O 2.5263 7.7014 0.3639 -0.8564
O 0.8898 5.7293 0.3003 -0.2143
C -0.3753 5.0960 0.2447 -0.0350
C -0.2085 3.8192 -0.5550 0.9064
O 0.6149 7.5783 -1.4864 -0.0884
C 1.3154 7.1475 -2.5330 -0.3385
C 0.9859 8.1573 -3.6822 -1.1683
H -1.6676 9.5465 2.1694 0.3064
H -0.0652 10.0412 2.2280 0.3011
H -1.2923 11.0811 1.2955 0.3850
H -1.4360 9.0479 -0.3242 0.2601
H 0.1275 9.7808 -0.2664 0.3407
H -0.6919 4.7550 1.2303 0.1610
H -1.1500 5.7218 -0.1985 0.3460
H -1.0999 3.2091 -0.4090 -0.7743
H -0.0170 3.9470 -1.6204 -0.4378
H 0.5521 3.1449 -0.1615 -0.0177
H 2.3708 7.1015 -2.2646 0.6896
H 0.9916 6.1323 -2.7624 0.0398
H -0.0245 7.9085 -4.0068 0.2130
H 1.0328 9.2215 -3.4513 0.3450
H 1.6939 7.8612 -4.4563 0.3377
C 6.5957 -1.2094 -0.4668 -1.3841
C 5.3373 -1.1542 0.3957 0.1245
O 5.0008 -2.3783 0.9576 -0.2934
P 3.6906 -3.2025 0.4519 0.7954
O 3.0877 -2.7876 -0.8849 -0.8173
O 4.1270 -4.7789 0.6685 -0.2428
C 5.1937 -5.2326 -0.1247 0.1173
C 6.0895 -6.2743 0.5344 -1.3816
O 2.7082 -2.8014 1.6889 0.1124
C 3.1000 -2.8122 3.0465 -0.3924
C 2.0493 -3.6149 3.9249 -1.0058
H 7.3645 -1.7299 0.1043 0.3344
H 6.4791 -1.9475 -1.2603 0.2590
H 6.7922 -0.1914 -0.8031 0.4224
H 5.3178 -0.4468 1.2248 0.3824
H 4.4986 -0.8058 -0.2071 0.0265
H 4.9425 -5.6477 -1.1007 0.3027
H 5.8142 -4.3806 -0.4026 0.0454
H 5.4821 -7.1779 0.5861 0.3387
H 6.9146 -6.5321 -0.1296 0.3855
H 6.5079 -6.0877 1.5235 0.3225
H 4.1323 -3.1487 3.1422 0.5679
H 3.2777 -1.7828 3.3577 0.1748
H 1.0362 -3.2250 3.8263 0.0100
H 1.9178 -4.6247 3.5362 0.3086
H 2.3136 -3.6518 4.9817 0.5234
C -1.9834 -6.4366 0.9906 -0.4435
C -2.6838 -7.4260 -0.0322 -0.5701
O -2.0413 -7.2866 -1.2577 0.2686
P -2.2170 -8.3595 -2.4692 0.3738
O -3.5299 -8.2068 -3.0910 -0.7431
O -0.9525 -8.0475 -3.4426 -0.1789
C -0.8033 -8.7737 -4.6511 -0.1901
C -0.5548 -7.7972 -5.8116 -1.2946
O -1.9308 -9.8223 -1.7922 -0.3143
C -0.6200 -10.0636 -1.3503 0.2980
C -0.4862 -11.5117 -0.8993 -1.4071
H -2.2043 -5.3862 0.8008 -0.3195
H -2.3359 -6.5845 2.0114 0.4582
H -0.8959 -6.4994 0.9520 0.2419
H -2.4285 -8.4296 0.3079 0.4399
H -3.7726 -7.4266 0.0198 0.2996
H 0.0077 -9.4936 -4.5410 0.2821
H -1.7095 -9.3276 -4.8958 0.3523
H 0.2054 -7.0425 -5.6104 0.3286
H -0.2395 -8.3281 -6.7099 0.3810
H -1.4707 -7.2650 -6.0686 0.3114
H 0.0680 -9.8736 -2.1741 0.1931
H -0.3408 -9.4113 -0.5229 0.1313
H -1.2920 -11.8482 -0.2469 0.3408
H -0.3682 -12.2399 -1.7017 0.3180
H 0.4699 -11.6376 -0.3913 0.4032
C 2.5315 4.8058 7.9554 -1.3155
C 1.3833 4.6734 6.8703 -0.1939
O 1.8247 3.6452 6.0481 -0.3208
P 1.2736 3.5903 4.5554 0.8440
O -0.1928 3.3842 4.4073 -0.6712
O 2.1260 2.4580 3.7270 -0.5769
C 1.5435 1.8560 2.5538 1.2174
C 2.5105 1.1216 1.5790 -0.9292
O 1.7955 5.0051 3.9328 -0.0397
C 3.1230 5.2777 3.7019 -0.0550
C 3.4936 6.6125 4.2677 -1.2681
H 3.5311 4.9840 7.5590 0.3126
H 2.3320 5.5092 8.7638 0.3953
H 2.6349 3.8781 8.5182 0.3615
H 0.4867 4.3029 7.3673 0.3267
H 1.1951 5.5913 6.3135 0.2835
H 0.8275 1.0979 2.8710 -0.2444
H 1.0477 2.6755 2.0335 -0.3363
H 3.0024 0.3219 2.1327 0.0333
H 2.0875 0.6321 0.7018 0.0045
H 3.3141 1.7979 1.2874 0.7141
H 3.7719 4.4875 4.0795 0.3617
H 3.3441 5.4083 2.6426 0.2922
H 3.1277 6.5979 5.2944 0.2738
H 4.5703 6.7816 4.2476 0.3830
H 3.0610 7.4714 3.7546 0.2457
C -4.2091 -3.1111 -1.9651 -1.0375
C -5.1452 -2.2063 -1.1019 -0.5696
O -4.3100 -1.4012 -0.3143 0.3424
P -4.8741 -0.0456 0.3329 0.3306
O -6.2099 -0.1835 1.0082 -0.8065
O -3.7583 0.4054 1.3953 0.0336
C -3.9051 1.5012 2.2351 -0.6848
C -2.5379 2.2071 2.2797 -0.1888
O -4.8296 1.0132 -0.8970 -0.4575
C -3.5753 1.4285 -1.4829 1.2981
C -3.7048 2.3737 -2.6666 -1.0887
H -3.4883 -2.5117 -2.5212 0.2922
H -3.6365 -3.8354 -1.3858 0.0932
H -4.8384 -3.5688 -2.7283 0.4445
H -5.7719 -1.5314 -1.6849 0.5415
H -5.8508 -2.7473 -0.4713 0.3063
H -4.5183 2.2098 1.6782 0.3664
H -4.2530 1.0421 3.1604 0.2647
H -1.7333 1.7994 2.8917 0.1721
H -2.1777 2.2519 1.2519 -0.3617
H -2.6053 3.2770 2.4765 0.5188
H -2.9625 1.7952 -0.6594 -0.7784
H -3.0054 0.5841 -1.8706 0.0556
H -2.6883 2.5484 -3.0192 -0.0183
H -4.3844 1.9848 -3.4249 0.3784
H -4.0603 3.3079 -2.2320 0.4072
C -4.7286 -3.5333 2.3794 -1.2995
C -3.7237 -3.1142 3.4416 1.3604
C -4.1053 -3.3300 4.8498 -0.4751
O -2.9377 -3.9686 5.3762 -0.3624
C -2.0458 -4.1970 4.4677 0.4469
O -0.9859 -4.7903 4.7163 -0.6092
O -2.5516 -3.8471 3.2492 -0.0104
H -5.0599 -4.5690 2.4548 0.4423
H -4.4791 -3.3926 1.3277 -0.1896
H -5.6250 -2.9376 2.5518 0.5055
H -3.3814 -2.0974 3.2490 -0.4119
H -5.0658 -3.8378 4.9365 0.3472
H -4.1361 -2.3512 5.3285 0.3407
C -0.1112 -3.6701 0.5895 -1.1608
C -0.9361 -2.3678 0.7187 2.8803
C -0.4483 -1.4200 1.7550 0.8953
O -0.6076 -0.1788 1.0668 0.3725
C -0.6570 -0.3976 -0.1974 -0.0164
O -0.6525 0.4828 -1.0458 -0.6332
O -0.8105 -1.6683 -0.4465 -0.3651
H 0.9018 -3.4689 0.2411 -0.4602
H -0.4632 -4.2901 -0.2350 0.3450
H -0.1152 -4.2615 1.5051 0.2895
H -1.9547 -2.7107 0.9004 -1.1833
H 0.5804 -1.5743 2.0807 -0.9471
H -1.1192 -1.5815 2.5987 0.1185